Entry 1:
Here is a cluster of 11 separate species, C31H53N2O42S10 in total in a non-equilibrium geometry from OMol25. Energies are from ωB97M-V/def2-TZVPD.

Each line ends with the Löwdin charge.
Cartesian coordinates (Å):
1 C 6.894 2.517 1.654  -0.06
2 C 7.011 1.734 0.263  -0.35
3 C 8.585 1.474 -0.069  -0.29
4 N 8.837 0.180 -0.682  -0.23
5 N 8.920 -0.841 0.294  -0.06
6 C 10.085 -0.841 0.885  -0.33
7 O 10.862 -0.690 1.769  0.05
8 O 6.269 0.509 0.298  -0.15
9 C 5.131 0.521 -0.556  -0.18
10 C 3.899 0.989 0.316  -0.16
11 C 3.063 -0.035 0.910  -0.03
12 C 1.949 0.424 1.755  -0.08
13 C 1.775 1.851 1.941  -0.10
14 C 2.615 2.872 1.327  -0.08
15 C 3.719 2.422 0.487  -0.03
16 H 6.378 3.514 1.527  0.06
17 H 7.891 2.738 2.108  0.06
18 H 6.281 1.950 2.406  0.08
19 H 6.596 2.455 -0.497  0.09
20 H 9.229 1.718 0.828  0.09
21 H 8.850 2.252 -0.866  0.08
22 H 5.257 1.125 -1.489  0.12
23 H 4.985 -0.547 -0.892  0.12
24 H 3.262 -1.121 0.749  0.11
25 H 1.310 -0.358 2.216  0.09
26 H 0.957 2.206 2.601  0.07
27 H 2.491 3.964 1.480  0.08
28 H 4.426 3.111 -0.025  0.11
29 C 0.728 7.779 -0.409  -0.17
30 C -0.618 7.283 -0.901  -0.17
31 O -0.377 5.947 -1.342  -0.19
32 S 0.785 5.287 -0.432  0.61
33 O 0.163 4.509 0.586  -0.24
34 O 1.787 4.771 -1.291  -0.19
35 O 1.326 6.653 0.237  -0.18
36 H 1.370 8.075 -1.242  0.14
37 H 0.633 8.611 0.287  0.14
38 H -1.015 7.890 -1.712  0.14
39 H -1.348 7.245 -0.086  0.13
40 C -1.868 2.214 -0.491  -0.17
41 C -1.109 1.639 -1.666  -0.14
42 O -2.127 1.190 -2.570  -0.19
43 S -3.412 2.154 -2.444  0.62
44 O -3.354 3.119 -3.489  -0.22
45 O -4.562 1.340 -2.209  -0.23
46 O -3.004 2.877 -1.063  -0.19
47 H -2.233 1.425 0.170  0.13
48 H -1.267 2.915 0.082  0.10
49 H -0.457 0.817 -1.378  0.14
50 H -0.519 2.407 -2.173  0.14
51 C -2.390 4.536 3.755  -0.16
52 C -3.739 4.059 3.252  -0.16
53 O -3.511 2.720 2.810  -0.19
54 S -2.366 2.046 3.728  0.63
55 O -3.000 1.271 4.741  -0.22
56 O -1.363 1.519 2.874  -0.22
57 O -1.811 3.401 4.404  -0.18
58 H -1.737 4.825 2.927  0.13
59 H -2.479 5.368 4.452  0.14
60 H -4.121 4.673 2.438  0.14
61 H -4.475 4.029 4.060  0.13
62 C 9.294 4.244 -4.478  -0.17
63 C 8.302 5.366 -4.722  -0.18
64 O 7.607 5.516 -3.484  -0.19
65 S 8.613 5.164 -2.266  0.63
66 O 9.146 6.382 -1.757  -0.22
67 O 7.991 4.193 -1.440  -0.22
68 O 9.758 4.440 -3.143  -0.18
69 H 8.808 3.266 -4.530  0.14
70 H 10.127 4.270 -5.178  0.13
71 H 7.606 5.138 -5.528  0.13
72 H 8.814 6.307 -4.940  0.13
73 C -4.154 -2.095 4.716  -0.17
74 C -3.608 -1.482 5.990  -0.17
75 O -4.316 -2.138 7.048  -0.20
76 S -4.652 -3.652 6.602  0.64
77 O -3.665 -4.530 7.120  -0.25
78 O -6.048 -3.870 6.779  -0.22
79 O -4.349 -3.479 5.020  -0.19
80 H -5.124 -1.664 4.454  0.13
81 H -3.469 -1.982 3.877  0.13
82 H -3.763 -0.409 6.033  0.10
83 H -2.544 -1.701 6.110  0.14
84 C -6.075 0.248 -4.938  -0.15
85 C -5.323 -0.334 -6.113  -0.16
86 O -6.343 -0.787 -7.015  -0.19
87 S -7.625 0.180 -6.887  0.63
88 O -7.569 1.142 -7.934  -0.22
89 O -8.775 -0.632 -6.645  -0.25
90 O -7.212 0.909 -5.510  -0.18
91 H -6.437 -0.539 -4.273  0.14
92 H -5.471 0.950 -4.368  0.11
93 H -4.671 -1.154 -5.824  0.09
94 H -4.735 0.432 -6.626  0.14
95 C 7.933 -4.681 0.907  -0.16
96 C 8.482 -4.085 2.185  -0.16
97 O 7.764 -4.746 3.238  -0.19
98 S 7.414 -6.249 2.776  0.61
99 O 8.393 -7.130 3.321  -0.24
100 O 6.017 -6.459 2.950  -0.23
101 O 7.721 -6.069 1.204  -0.20
102 H 6.971 -4.236 0.646  0.13
103 H 8.621 -4.570 0.072  0.14
104 H 8.343 -3.006 2.233  0.13
105 H 9.543 -4.318 2.306  0.13
106 C -3.944 -4.235 12.184  -0.18
107 C -4.406 -5.607 11.731  -0.17
108 O -4.328 -5.570 10.306  -0.18
109 S -3.106 -4.609 9.863  0.66
110 O -1.970 -5.420 9.595  -0.20
111 O -3.600 -3.656 8.938  -0.27
112 O -2.881 -3.887 11.299  -0.19
113 H -4.739 -3.493 12.072  0.13
114 H -3.595 -4.238 13.216  0.13
115 H -5.421 -5.833 12.053  0.13
116 H -3.730 -6.389 12.086  0.13
117 C -1.964 -4.270 -2.993  -0.16
118 C -3.215 -4.968 -3.491  -0.16
119 O -3.893 -3.984 -4.278  -0.18
120 S -2.803 -3.024 -4.980  0.63
121 O -2.591 -3.484 -6.307  -0.20
122 O -3.135 -1.669 -4.675  -0.23
123 O -1.533 -3.454 -4.086  -0.18
124 H -2.186 -3.616 -2.146  0.13
125 H -1.183 -4.974 -2.711  0.14
126 H -3.849 -5.315 -2.678  0.14
127 H -2.966 -5.810 -4.143  0.14
128 C -8.894 -3.068 -8.527  -0.17
129 C -10.239 -3.566 -9.015  -0.17
130 O -9.997 -4.907 -9.453  -0.19
131 S -8.833 -5.559 -8.541  0.62
132 O -9.445 -6.337 -7.519  -0.23
133 O -7.830 -6.081 -9.403  -0.22
134 O -8.290 -4.193 -7.878  -0.18
135 H -8.256 -2.775 -9.365  0.14
136 H -8.988 -2.231 -7.836  0.09
137 H -10.637 -2.962 -9.828  0.14
138 H -10.967 -3.603 -8.200  0.13

Calculated values
Charge: -1
2S+1: 1
LUMO, Ha: 0.031
HOMO, eV: -2.2

Entry 2:
Here is a cluster of 11 separate species, C41H74N8O3 in total in a non-equilibrium geometry from OMol25. Energies are from ωB97M-V/def2-TZVPD.

Each line ends with the Löwdin charge.
Cartesian coordinates (Å):
1 C -0.602 -6.523 -2.038  -0.08
2 C -0.176 -6.042 -0.595  -0.23
3 C -0.437 -4.554 -0.250  -0.21
4 C -1.848 -4.256 -0.250  -0.21
5 N -3.033 -4.059 -0.399  0.14
6 H -0.206 -5.867 -2.767  0.03
7 H -1.661 -6.531 -2.124  0.05
8 H -0.164 -7.500 -2.308  0.08
9 H 0.903 -6.210 -0.505  0.08
10 H -0.721 -6.711 0.048  0.10
11 H 0.037 -4.016 -1.078  0.07
12 H 0.086 -4.323 0.713  0.12
13 C 3.785 -4.068 -0.558  -0.08
14 C 3.103 -5.112 -1.526  -0.21
15 C 3.511 -4.849 -3.036  -0.14
16 C 5.009 -4.658 -3.048  -0.26
17 N 6.153 -4.602 -3.035  0.13
18 H 4.859 -3.974 -0.715  0.06
19 H 3.597 -4.333 0.472  0.07
20 H 3.268 -3.129 -0.694  0.04
21 H 2.027 -4.971 -1.479  0.05
22 H 3.415 -6.091 -1.225  0.10
23 H 3.097 -3.904 -3.375  0.09
24 H 3.337 -5.697 -3.725  0.12
25 C -2.016 1.675 5.683  -0.08
26 C -2.544 2.780 4.756  -0.24
27 C -2.453 2.402 3.281  -0.20
28 C -3.088 3.508 2.535  -0.25
29 N -3.672 4.256 1.905  0.15
30 H -1.991 2.045 6.679  0.06
31 H -1.023 1.345 5.427  0.06
32 H -2.706 0.865 5.694  0.05
33 H -1.970 3.696 4.883  0.10
34 H -3.599 3.039 5.010  0.13
35 H -2.946 1.461 3.015  0.08
36 H -1.463 2.421 2.825  0.08
37 C -1.941 -1.729 -5.974  -0.09
38 C -1.158 -0.535 -5.393  -0.26
39 C -0.801 -0.638 -3.915  -0.18
40 C -0.153 -1.951 -3.698  -0.20
41 N 0.186 -3.014 -3.423  0.18
42 H -1.779 -1.865 -7.036  0.07
43 H -2.998 -1.693 -5.692  0.08
44 H -1.575 -2.629 -5.502  0.05
45 H -1.749 0.375 -5.536  0.10
46 H -0.191 -0.361 -5.842  0.10
47 H -1.688 -0.638 -3.270  0.13
48 H -0.227 0.256 -3.695  0.08
49 C 4.661 1.430 -2.870  -0.10
50 C 4.141 2.923 -2.702  -0.24
51 C 3.643 3.487 -4.014  -0.19
52 C 2.515 2.675 -4.533  -0.21
53 N 1.618 2.055 -4.954  0.16
54 H 3.815 0.748 -3.172  0.07
55 H 5.145 0.994 -1.991  0.06
56 H 5.389 1.300 -3.676  0.06
57 H 4.987 3.483 -2.384  0.09
58 H 3.325 2.857 -1.969  0.09
59 H 4.381 3.567 -4.814  0.12
60 H 3.253 4.496 -3.755  0.13
61 C -3.465 -2.663 5.021  -0.09
62 C -3.361 -3.048 3.524  -0.24
63 C -2.634 -2.032 2.600  -0.20
64 C -1.170 -2.177 2.769  -0.24
65 N -0.045 -2.318 2.897  0.16
66 H -3.907 -3.506 5.532  0.06
67 H -4.025 -1.753 5.222  0.07
68 H -2.480 -2.519 5.437  0.06
69 H -4.367 -3.208 3.116  0.10
70 H -2.798 -4.010 3.436  0.11
71 H -2.878 -1.000 3.023  0.10
72 H -2.898 -2.052 1.541  0.07
73 C 2.684 0.076 4.248  -0.13
74 C 3.696 0.664 3.300  -0.25
75 C 3.496 2.199 3.103  -0.16
76 C 2.106 2.690 3.132  -0.24
77 N 1.095 3.162 3.393  0.19
78 H 2.965 0.387 5.228  0.06
79 H 2.647 -1.041 4.246  0.08
80 H 1.645 0.354 3.934  0.07
81 H 3.504 0.118 2.413  0.08
82 H 4.730 0.476 3.671  0.12
83 H 3.934 2.490 2.147  0.10
84 H 4.110 2.708 3.885  0.13
85 C 1.058 -1.161 -0.136  -0.10
86 C 1.198 0.307 -0.479  -0.22
87 C 0.416 1.180 0.511  -0.18
88 C -0.995 0.963 0.554  -0.21
89 N -2.090 0.593 0.604  0.23
90 H 1.628 -1.716 -0.894  0.06
91 H 0.008 -1.401 -0.063  0.06
92 H 1.553 -1.376 0.802  0.06
93 H 0.757 0.544 -1.470  0.10
94 H 2.224 0.648 -0.542  0.11
95 H 0.523 2.166 0.121  0.08
96 H 0.836 1.001 1.516  0.11
97 C -2.083 2.864 -3.507  -0.02
98 C -1.185 3.212 -2.393  -0.52
99 O 0.024 3.075 -2.358  0.04
100 C -1.906 3.708 -1.177  -0.03
101 H -2.908 2.218 -3.177  0.10
102 H -1.407 2.478 -4.300  0.08
103 H -2.593 3.755 -3.858  0.09
104 H -1.153 3.868 -0.377  0.07
105 H -2.560 2.838 -0.929  0.07
106 H -2.586 4.527 -1.358  0.09
107 C -5.461 -0.898 0.855  -0.01
108 C -5.197 0.317 1.725  -0.49
109 O -4.877 0.298 2.874  0.06
110 C -5.466 1.613 0.964  -0.03
111 H -5.258 -1.803 1.359  0.05
112 H -4.874 -0.779 -0.045  0.08
113 H -6.474 -0.870 0.493  0.08
114 H -6.339 1.512 0.374  0.06
115 H -4.611 1.880 0.337  0.06
116 H -5.581 2.431 1.634  0.05
117 C 1.047 5.449 0.181  -0.01
118 C 2.356 4.848 0.602  -0.51
119 O 2.606 3.736 0.256  0.05
120 C 3.310 5.808 1.313  -0.01
121 H 1.172 6.495 -0.070  0.08
122 H 0.359 5.427 1.013  0.09
123 H 0.718 4.926 -0.710  0.06
124 H 3.659 6.587 0.669  0.07
125 H 4.189 5.298 1.797  0.09
126 H 2.719 6.335 2.082  0.09

Calculated values
Charge: 0
2S+1: 1
LUMO, Ha: 0.015
SMILES: CC(C)=O.CC(C)=O.CC(C)=O.CCCC#N.CCCC#N.CCCC#N.CCCC#N.CCCC#N.CCCC#N.CCCC#N.CCCC#N
HOMO, eV: -9.5

Entry 3:
Here is a structure of composition C4H6O4 in a non-equilibrium geometry from OMol25. Energies are from ωB97M-V/def2-TZVPD.

Each line ends with the Löwdin charge.
Cartesian coordinates (Å):
1 C -1.675 0.156 -0.892  -0.15
2 C -1.612 -0.891 0.003  -0.17
3 C -0.533 0.249 0.152  -0.19
4 C 1.408 -0.341 -0.142  -0.27
5 O -2.759 -0.015 0.057  -0.02
6 O -0.740 1.176 1.135  -0.01
7 O 2.115 -0.367 1.025  0.02
8 O 1.889 0.542 -1.075  0.03
9 H -1.787 0.409 -1.888  0.12
10 H -1.740 -1.992 0.237  0.16
11 H 1.066 -1.232 -0.518  0.11
12 H -1.656 1.454 1.144  0.09
13 H 2.422 0.553 1.384  0.17
14 H 2.316 1.306 -0.652  0.11

Calculated values
Charge: 0
2S+1: 1
LUMO, Ha: 0.012
HOMO, eV: -8.7

Entry 4:
Here is a cluster of 2 separate species, C4H5I in total in a non-equilibrium geometry from OMol25. Energies are from ωB97M-V/def2-TZVPD.

Each line ends with the Löwdin charge.
Cartesian coordinates (Å):
1 C 0.080 -0.179 -0.152  -0.38
2 C -0.073 -1.487 0.028  0.13
3 C -0.234 1.189 0.368  -0.09
4 C 0.670 0.870 -0.811  0.05
5 I 4.090 -0.081 -0.002  -0.32
6 H 0.419 -2.324 -0.546  0.10
7 H -0.739 -1.761 0.877  0.09
8 H -1.330 1.553 0.451  0.14
9 H 0.410 1.455 1.329  0.15
10 H 0.841 1.439 -1.758  0.12

Calculated values
Charge: 0
2S+1: 1
LUMO (spin up / spin down), Ha: -0.121 / -0.121
HOMO (spin up / spin down), eV: -8.1 / -8.1

Entry 5:
Here is a cluster of 10 separate species, C30H70N10O10 in total in a non-equilibrium geometry from OMol25. Energies are from ωB97M-V/def2-TZVPD.

Each line ends with the Löwdin charge.
Cartesian coordinates (Å):
1 C -24.170 -30.200 -36.605  -0.32
2 O -24.563 -30.660 -37.659  0.01
3 N -23.100 -29.322 -36.500  -0.18
4 C -22.950 -28.678 -35.217  -0.07
5 C -22.192 -28.980 -37.603  -0.03
6 H -24.688 -30.379 -35.650  0.11
7 H -21.887 -28.647 -34.980  0.07
8 H -23.474 -29.168 -34.397  0.07
9 H -23.315 -27.672 -35.427  0.07
10 H -22.485 -29.286 -38.607  0.09
11 H -22.141 -27.894 -37.692  0.08
12 H -21.235 -29.467 -37.418  0.09
13 C -25.318 -24.837 -37.374  -0.28
14 O -25.792 -24.094 -36.483  -0.06
15 N -25.954 -25.991 -37.768  -0.14
16 C -25.644 -26.664 -39.038  -0.03
17 C -27.076 -26.384 -36.884  -0.03
18 H -24.479 -24.634 -38.056  0.14
19 H -25.779 -27.746 -39.046  0.09
20 H -24.702 -26.481 -39.555  0.09
21 H -26.419 -26.345 -39.734  0.09
22 H -27.207 -27.465 -36.831  0.09
23 H -26.945 -26.039 -35.859  0.05
24 H -27.938 -25.777 -37.161  0.09
25 C -25.698 -25.494 -32.040  -0.19
26 O -26.173 -24.811 -31.104  0.14
27 N -24.560 -25.084 -32.650  0.00
28 C -24.398 -25.355 -34.073  0.03
29 C -23.644 -24.020 -32.073  0.06
30 H -26.276 -26.252 -32.591  0.15
31 H -24.996 -26.206 -34.400  0.08
32 H -23.378 -25.460 -34.442  0.12
33 H -24.737 -24.380 -34.423  0.11
34 H -22.614 -24.180 -32.392  0.10
35 H -23.855 -23.003 -32.405  0.11
36 H -23.783 -24.045 -30.992  0.09
37 C -21.647 -24.592 -28.951  -0.33
38 O -22.102 -25.727 -28.936  -0.02
39 N -20.282 -24.397 -29.014  -0.17
40 C -19.847 -23.006 -28.631  -0.03
41 C -19.268 -25.413 -29.003  -0.06
42 H -22.342 -23.742 -28.870  0.13
43 H -20.699 -22.337 -28.508  0.08
44 H -19.169 -22.561 -29.359  0.07
45 H -19.193 -23.113 -27.765  0.09
46 H -18.438 -25.062 -28.389  0.09
47 H -19.572 -26.254 -28.381  0.09
48 H -18.880 -25.838 -29.929  0.09
49 C -19.840 -27.766 -33.400  -0.36
50 O -20.404 -26.845 -33.893  0.01
51 N -20.295 -28.394 -32.296  -0.18
52 C -19.616 -29.572 -31.810  -0.07
53 C -21.252 -27.777 -31.399  -0.04
54 H -18.855 -28.124 -33.735  0.15
55 H -18.850 -30.102 -32.375  0.10
56 H -20.340 -30.336 -31.525  0.09
57 H -19.076 -29.404 -30.878  0.09
58 H -21.554 -26.736 -31.515  0.07
59 H -22.178 -28.340 -31.521  0.08
60 H -20.912 -27.985 -30.385  0.09
61 C -29.094 -21.330 -28.197  -0.27
62 O -29.359 -20.645 -27.168  -0.03
63 N -29.072 -22.718 -28.175  -0.22
64 C -29.561 -23.508 -27.083  -0.05
65 C -28.801 -23.401 -29.436  -0.07
66 H -28.745 -20.880 -29.139  0.12
67 H -30.409 -24.121 -27.388  0.09
68 H -29.664 -22.965 -26.144  0.10
69 H -28.808 -24.285 -26.949  0.08
70 H -28.559 -22.671 -30.209  0.07
71 H -28.053 -24.177 -29.275  0.08
72 H -29.798 -23.757 -29.694  0.09
73 C -19.540 -23.902 -33.642  -0.36
74 O -18.464 -24.333 -33.231  0.01
75 N -19.796 -22.607 -33.609  -0.19
76 C -20.939 -22.099 -34.344  -0.07
77 C -19.000 -21.712 -32.766  -0.01
78 H -20.428 -24.508 -33.878  0.10
79 H -21.668 -21.675 -33.654  0.07
80 H -21.569 -22.861 -34.802  0.08
81 H -20.698 -21.341 -35.089  0.10
82 H -17.968 -22.050 -32.671  0.09
83 H -19.085 -20.823 -33.392  0.09
84 H -19.424 -21.542 -31.777  0.08
85 C -29.145 -23.446 -35.955  -0.38
86 O -29.893 -23.520 -36.934  0.01
87 N -29.368 -24.059 -34.824  -0.16
88 C -28.470 -23.906 -33.730  -0.06
89 C -30.459 -25.085 -34.747  0.01
90 H -28.192 -22.895 -35.988  0.11
91 H -27.658 -24.633 -33.722  0.06
92 H -28.996 -23.998 -32.780  0.09
93 H -28.132 -22.870 -33.704  0.08
94 H -30.121 -26.118 -34.828  0.07
95 H -31.075 -24.929 -33.862  0.09
96 H -31.055 -25.000 -35.656  0.09
97 C -26.497 -20.413 -37.447  -0.31
98 O -27.140 -19.812 -38.328  -0.01
99 N -26.976 -20.608 -36.182  -0.16
100 C -25.986 -21.038 -35.084  -0.05
101 C -28.259 -20.131 -35.640  -0.04
102 H -25.484 -20.788 -37.659  0.13
103 H -26.335 -21.865 -34.465  0.04
104 H -25.980 -20.194 -34.394  0.07
105 H -24.945 -21.045 -35.406  0.08
106 H -28.163 -19.251 -35.004  0.09
107 H -28.942 -19.846 -36.440  0.10
108 H -28.719 -20.948 -35.085  0.06
109 C -26.235 -29.218 -33.487  -0.28
110 O -25.845 -28.556 -34.477  -0.07
111 N -27.541 -29.149 -33.127  -0.19
112 C -28.097 -30.140 -32.213  -0.05
113 C -28.555 -28.337 -33.808  -0.03
114 H -25.640 -30.052 -33.084  0.15
115 H -27.644 -29.914 -31.248  0.09
116 H -27.818 -31.159 -32.481  0.09
117 H -29.168 -30.062 -32.023  0.10
118 H -29.117 -29.063 -34.396  0.11
119 H -29.147 -27.764 -33.094  0.09
120 H -28.022 -27.643 -34.457  0.05

Calculated values
Charge: +1
2S+1: 2
LUMO (spin up / spin down), Ha: -0.134 / -0.297
HOMO (spin up / spin down), eV: -11.0 / -11.0
Expectation value of S²: 0.779

Entry 6:
Here is a cluster of 2 separate species, CH4N2S2 in total in a non-equilibrium geometry from OMol25. Energies are from ωB97M-V/def2-TZVPD.

Each line ends with the Löwdin charge.
Cartesian coordinates (Å):
1 C -1.695 0.452 -0.103  -0.79
2 N -0.534 -0.220 0.062  -0.06
3 N 1.403 0.443 0.128  -0.42
4 S -3.011 -0.540 -0.175  0.55
5 S 2.477 -0.672 -0.306  0.75
6 H -1.814 1.525 -0.128  0.05
7 H -0.820 -1.184 0.107  0.01
8 H 1.266 1.192 -0.560  0.03
9 H 2.728 -0.996 0.976  -0.11

Calculated values
Charge: 0
2S+1: 1
LUMO (spin up / spin down), Ha: -0.053 / -0.053
HOMO (spin up / spin down), eV: -8.0 / -8.0